[1]
Entry from OMol25: C58H64BrNNaO5P as an isolated structure at a distorted geometry (wB97M-V/def2-TZVPD).

The geometry in ORCA input format:
```
! RIJCOSX wB97M-V def2-TZVPD def2/J DEFGRID3
* xyz -2 1
Na -0.45 0.64 0.10
O -2.22 -0.34 -0.07
C -3.56 -0.31 -0.07
C -4.19 -0.05 1.37
C -4.11 1.39 1.78
C -5.21 2.23 1.62
C -5.09 3.55 2.02
C -3.87 4.01 2.47
C -2.78 3.13 2.52
C -1.40 3.59 2.83
C -0.46 3.54 1.51
O -0.43 2.32 1.02
C 0.94 3.99 2.03
C 1.44 5.29 2.00
C 2.71 5.57 2.47
C 3.52 4.57 2.98
C 3.04 3.26 3.00
C 1.77 2.98 2.52
C -0.89 4.57 0.43
C -1.66 5.71 0.63
C -1.98 6.55 -0.43
C -1.50 6.29 -1.70
C -0.71 5.16 -1.91
C -0.43 4.31 -0.86
N -2.94 1.83 2.25
C -3.99 -1.71 -0.59
C -3.81 -2.00 -1.95
C -3.99 -3.27 -2.44
C -4.35 -4.32 -1.60
C -4.51 -4.05 -0.25
C -4.34 -2.76 0.25
C -4.16 0.79 -0.98
C -5.46 0.71 -1.47
C -5.99 1.75 -2.24
C -5.22 2.87 -2.51
C -3.92 2.95 -2.01
C -3.40 1.92 -1.26
H -3.59 -0.65 2.06
H -5.23 -0.39 1.38
H -6.13 1.85 1.20
H -5.95 4.21 1.96
H -3.76 5.04 2.80
H -0.92 2.87 3.49
H -1.38 4.58 3.29
H 0.83 6.09 1.59
H 3.09 6.59 2.42
H 4.51 4.79 3.35
H 3.67 2.46 3.37
H 1.39 1.97 2.47
H -2.02 5.96 1.62
H -2.60 7.43 -0.26
H -1.74 6.95 -2.52
H -0.32 4.94 -2.90
H 0.17 3.41 -1.01
H -3.50 -1.19 -2.61
H -3.85 -3.46 -3.50
H -4.49 -5.32 -1.98
H -4.79 -4.86 0.43
H -4.46 -2.59 1.31
H -6.07 -0.16 -1.26
H -7.00 1.67 -2.62
H -5.63 3.67 -3.11
H -3.32 3.83 -2.20
H -2.40 1.97 -0.84
O 0.37 -1.07 -0.51
P 0.98 -2.40 -0.35
C -0.05 -3.53 0.71
C -0.87 -2.74 1.74
C -0.01 -2.33 2.93
C 0.61 -3.55 3.60
C 1.45 -4.35 2.59
C 0.63 -4.73 1.36
C 2.77 -2.18 0.08
C 3.02 -1.35 1.34
C 4.42 -0.73 1.27
C 5.43 -1.66 0.55
C 5.03 -3.12 0.74
C 3.69 -3.41 0.04
C 1.05 -3.21 -2.02
C -0.29 -2.89 -2.71
C -0.48 -3.76 -3.94
C -0.64 -5.24 -3.55
C 0.12 -5.57 -2.25
C 1.38 -4.71 -2.12
H -0.76 -3.90 -0.04
H -1.68 -3.39 2.08
H -1.32 -1.87 1.26
H -0.62 -1.77 3.65
H 0.77 -1.65 2.58
H -0.18 -4.20 3.99
H 1.24 -3.26 4.45
H 1.86 -5.25 3.06
H 2.30 -3.73 2.28
H -0.15 -5.44 1.66
H 1.27 -5.26 0.64
H 3.01 -1.51 -0.75
H 2.93 -1.96 2.24
H 2.29 -0.54 1.39
H 4.78 -0.51 2.28
H 4.34 0.21 0.73
H 6.44 -1.49 0.94
H 5.45 -1.43 -0.52
H 4.95 -3.33 1.82
H 5.80 -3.79 0.35
H 3.21 -4.28 0.52
H 3.88 -3.68 -1.00
H 1.83 -2.64 -2.52
H -0.31 -1.83 -2.96
H -1.13 -3.05 -2.03
H 0.39 -3.64 -4.60
H -1.35 -3.43 -4.51
H -0.28 -5.88 -4.36
H -1.70 -5.46 -3.40
H 0.40 -6.63 -2.24
H -0.52 -5.40 -1.39
H 2.01 -4.88 -3.00
H 1.97 -5.05 -1.25
Br 7.48 1.45 -3.85
C 6.27 2.14 -2.51
C 6.74 3.08 -1.63
C 5.87 3.56 -0.66
C 4.57 3.09 -0.59
C 4.10 2.16 -1.51
C 4.97 1.67 -2.49
C 2.61 1.71 -1.47
O 2.26 1.21 -0.39
O 1.99 1.95 -2.52
H 7.76 3.45 -1.70
H 6.22 4.31 0.05
H 3.89 3.44 0.19
H 4.61 0.95 -3.21
*
```

Output
LUMO level in eV: 3.61
E in Eh: -5757.3601
Orbital gap in eV: 5.760


[2]
Entry from OMol25: an isolated ion of composition C58H64N3O3 and charge +1 at a distorted geometry (wB97M-V/def2-TZVPD).

The geometry in ORCA input format:
```
! RIJCOSX wB97M-V def2-TZVPD def2/J DEFGRID3
* xyz 1 1
C 2.44 2.67 -0.27
C 3.36 1.66 0.38
C 3.96 0.64 -0.60
C 4.53 2.46 0.98
C 2.56 0.91 1.47
C 3.28 0.02 2.28
C 2.94 -0.13 3.62
C 1.89 0.64 4.15
C 1.24 1.60 3.36
C 0.70 2.85 4.10
C -0.55 2.49 4.90
C 0.53 4.06 3.19
C 1.75 3.27 5.15
C 1.28 1.36 1.95
N 0.05 1.31 1.18
C -0.35 0.23 0.37
C 0.38 -0.20 -0.92
C 0.14 -1.72 -0.85
C -1.06 -2.18 -1.41
C -1.26 -3.54 -1.60
C -0.38 -4.43 -0.94
N -0.91 -5.67 -0.49
O -0.25 -6.31 0.38
O -2.03 -6.05 -0.91
C 0.85 -3.99 -0.42
C 1.12 -2.62 -0.39
N -1.46 -0.35 0.96
C -2.11 -1.68 1.03
C -1.62 -2.71 1.89
C -0.63 -2.51 3.07
C -0.27 -3.83 3.76
C -1.22 -1.56 4.11
C 0.69 -1.96 2.58
C -2.12 -4.01 1.71
C -3.31 -4.23 1.04
C -4.00 -3.15 0.54
C -3.40 -1.88 0.47
C -4.31 -0.88 -0.29
C -4.70 -1.49 -1.66
C -3.65 0.43 -0.60
C -5.56 -0.59 0.55
C -2.01 0.63 1.81
C -1.15 1.65 1.87
H 2.12 3.46 0.44
H 2.92 3.15 -1.12
H 1.53 2.17 -0.61
H 4.24 1.12 -1.54
H 4.87 0.21 -0.16
H 3.27 -0.18 -0.81
H 5.27 1.80 1.44
H 5.03 3.04 0.19
H 4.16 3.17 1.74
H 4.15 -0.51 1.88
H 3.49 -0.82 4.26
H 1.65 0.54 5.22
H -0.31 1.76 5.69
H -0.95 3.40 5.38
H -1.34 2.06 4.29
H 1.51 4.39 2.81
H -0.12 3.90 2.33
H 0.10 4.88 3.80
H 2.72 3.46 4.68
H 1.42 4.20 5.64
H 1.89 2.52 5.93
H 1.43 0.04 -0.65
H -1.76 -1.42 -1.78
H -2.12 -3.97 -2.12
H 1.54 -4.73 -0.02
H 2.08 -2.24 -0.01
H 0.19 -4.54 3.06
H 0.47 -3.64 4.56
H -1.14 -4.30 4.23
H -1.39 -0.56 3.71
H -2.18 -1.95 4.49
H -0.52 -1.46 4.96
H 0.58 -1.04 2.00
H 1.31 -1.73 3.45
H 1.23 -2.70 1.98
H -1.64 -4.86 2.19
H -3.73 -5.24 0.96
H -5.01 -3.29 0.16
H -5.44 -2.30 -1.55
H -5.13 -0.73 -2.32
H -3.81 -1.90 -2.16
H -3.66 1.14 0.23
H -2.61 0.25 -0.89
H -4.14 0.91 -1.44
H -5.26 -0.16 1.51
H -6.19 0.15 0.03
H -6.16 -1.48 0.74
H -2.94 0.48 2.33
H -1.29 2.57 2.38
C 5.31 3.96 -3.58
O 3.94 4.40 -3.53
C 2.98 3.44 -3.63
C 1.66 3.82 -3.31
C 0.79 2.86 -2.84
C 1.13 1.48 -2.78
C 0.15 0.34 -2.24
C 0.36 -0.79 -3.32
C -0.69 -0.81 -4.24
C -0.76 -1.74 -5.27
C 0.25 -2.70 -5.35
C 1.30 -2.71 -4.42
C 1.35 -1.76 -3.39
C -1.68 0.21 -3.85
C -1.26 0.86 -2.67
C -1.96 2.00 -2.26
C -3.06 2.43 -3.01
C -3.53 1.70 -4.11
C -2.84 0.57 -4.53
C 2.38 1.14 -3.32
C 3.26 2.07 -3.84
H 5.90 4.85 -3.39
H 5.52 3.19 -2.81
H 5.54 3.55 -4.58
H 1.42 4.88 -3.32
H -0.15 3.24 -2.46
H -1.60 -1.69 -5.97
H 0.22 -3.44 -6.15
H 2.08 -3.47 -4.50
H 2.16 -1.81 -2.66
H -1.66 2.53 -1.35
H -3.58 3.34 -2.71
H -4.42 2.03 -4.65
H -3.15 -0.04 -5.39
H 2.71 0.10 -3.35
H 4.21 1.76 -4.29
*
```

Output
LUMO level in eV: -3.68
Energy relative to the best compared isomer or geometry (same formula, charge and spin) in eV: 0.000
E in Eh: -2638.0089
Orbital gap in eV: 6.735


[3]
Entry from OMol25: a 6-piece molecular cluster, C58H67F7N2O5 overall at a distorted geometry (wB97M-V/def2-TZVPD).

The geometry in ORCA input format:
```
! RIJCOSX wB97M-V def2-TZVPD def2/J DEFGRID3
* xyz 0 1
C -4.61 3.71 -3.01
C -5.52 2.43 -2.69
C -4.56 1.17 -2.46
C -4.74 0.02 -3.52
C -6.00 -0.93 -3.23
C -5.53 -2.42 -3.48
C -5.44 -3.33 -2.19
C -4.82 -2.61 -0.92
C -3.56 -3.34 -0.29
C -3.30 -3.03 1.23
C -3.47 -1.51 1.66
C -2.15 -0.64 1.58
C -1.46 -0.62 0.15
C 0.07 -1.01 0.32
C 0.73 -1.68 -0.95
C 1.27 -3.08 -0.34
N 0.12 -4.01 -0.12
O -0.12 -2.16 -2.01
C 0.65 -2.16 -3.18
O 0.22 -2.43 -4.24
O 1.98 -1.79 -2.84
C 1.96 -0.94 -1.67
C 1.38 0.51 -1.88
C 1.87 1.26 -3.17
C 2.94 0.83 -4.08
C 3.36 1.64 -5.26
C 2.68 2.93 -5.58
C 3.12 3.80 -6.82
C 1.57 3.34 -4.69
C 1.18 2.54 -3.51
N 3.18 -1.17 -0.87
C 3.30 -0.32 0.30
O 3.10 -0.77 1.38
F 3.62 1.03 0.23
C 4.40 -1.25 -1.65
O 4.79 -2.27 -2.10
F 5.14 -0.10 -1.84
H -5.21 4.66 -3.09
H -3.77 3.84 -2.27
H -4.14 3.53 -4.02
H -6.19 2.20 -3.56
H -6.06 2.61 -1.72
H -3.50 1.57 -2.60
H -4.58 0.80 -1.39
H -4.75 0.42 -4.58
H -3.79 -0.60 -3.47
H -6.88 -0.62 -3.86
H -6.28 -0.72 -2.15
H -6.31 -2.90 -4.15
H -4.56 -2.50 -4.07
H -6.45 -3.74 -1.87
H -4.78 -4.21 -2.45
H -5.61 -2.58 -0.11
H -4.52 -1.53 -1.09
H -3.78 -4.45 -0.36
H -2.66 -3.18 -0.96
H -3.91 -3.71 1.89
H -2.21 -3.31 1.43
H -3.76 -1.53 2.76
H -4.28 -0.95 1.13
H -1.46 -0.98 2.40
H -2.45 0.42 1.84
H -2.00 -1.20 -0.65
H -1.47 0.46 -0.20
H 0.60 -0.08 0.65
H 0.14 -1.74 1.17
H 1.95 -3.60 -1.09
H 1.83 -2.94 0.62
H 0.44 -4.74 0.54
H -0.07 -4.54 -0.98
H 0.26 0.39 -2.00
H 1.51 1.21 -1.02
H 3.48 -0.13 -3.92
H 4.19 1.31 -5.94
H 3.71 3.19 -7.57
H 3.84 4.60 -6.47
H 2.24 4.30 -7.32
H 0.99 4.28 -4.90
H 0.33 2.92 -2.88
F -0.74 -6.21 -2.10
C -0.92 -7.37 -1.43
C 0.06 -8.33 -1.46
C -0.13 -9.52 -0.77
C -1.30 -9.73 -0.06
C -2.29 -8.75 -0.04
C -2.10 -7.56 -0.72
H 0.97 -8.16 -2.02
H 0.64 -10.29 -0.78
H -1.45 -10.66 0.48
H -3.21 -8.92 0.51
H -2.85 -6.78 -0.71
F 3.80 -2.56 8.28
C 3.88 -2.03 7.04
C 4.33 -0.73 6.89
C 4.41 -0.19 5.61
C 4.03 -0.95 4.51
C 3.57 -2.25 4.68
C 3.50 -2.80 5.95
H 4.61 -0.16 7.76
H 4.77 0.82 5.48
H 4.09 -0.52 3.52
H 3.27 -2.84 3.82
H 3.15 -3.81 6.11
F 4.35 2.17 8.11
C 5.55 2.79 8.06
C 6.65 2.16 8.61
C 7.89 2.79 8.56
C 8.00 4.05 7.98
C 6.88 4.67 7.44
C 5.65 4.03 7.47
H 6.54 1.18 9.07
H 8.76 2.31 8.98
H 8.96 4.54 7.94
H 6.97 5.65 6.98
H 4.76 4.50 7.05
F -7.39 4.19 -3.04
C -8.10 5.33 -3.16
C -7.69 6.28 -4.08
C -8.42 7.45 -4.21
C -9.55 7.66 -3.42
C -9.94 6.70 -2.50
C -9.22 5.52 -2.37
H -6.81 6.10 -4.68
H -8.12 8.20 -4.93
H -10.12 8.58 -3.52
H -10.82 6.86 -1.88
H -9.51 4.75 -1.67
F 9.39 3.86 2.28
C 8.17 3.35 2.50
C 7.57 2.57 1.52
C 6.31 2.03 1.75
C 5.65 2.29 2.95
C 6.26 3.08 3.92
C 7.52 3.61 3.69
H 8.10 2.38 0.59
H 5.84 1.41 0.99
H 4.67 1.87 3.12
H 5.75 3.28 4.85
H 8.02 4.22 4.44
*
```

Output
LUMO level in eV: -0.07
E in Eh: -3434.9132
Orbital gap in eV: 8.852